No. 1
Molecular formula: C5H10
Method: DFT, wB97M-V/def2-TZVPD

Structure (XYZ):
```
15
Properties=species:S:1:pos:R:3:forces:R:3
C 0.655614 -0.868258 1.765622 1.33 0.66 0.22
C 0.216221 -0.755674 0.363221 -2.02 4.29 -0.41
C -1.098895 -0.594590 -0.300115 -1.64 0.32 -1.96
C -0.352714 0.727476 -0.261735 0.65 -3.03 2.17
C 0.237948 1.284226 -1.473186 -1.13 -0.58 -1.87
H 0.270760 -0.209303 2.527976 -0.61 0.48 -0.16
H 1.772483 -0.689092 1.786608 -1.12 -0.57 0.09
H 0.389313 -1.845514 2.049500 0.24 -1.51 0.94
H 0.874688 -1.195842 -0.288825 1.64 -0.89 -1.49
H -1.195482 -1.067716 -1.348992 0.60 0.79 1.56
H -2.128063 -0.612440 0.049048 0.32 -0.25 1.03
H -0.586976 1.544062 0.481976 -0.01 -1.53 -0.45
H -0.540222 1.984676 -1.801771 0.63 0.50 -0.40
H 0.326089 0.551201 -2.331660 0.25 0.64 1.11
H 1.159236 1.746787 -1.217665 0.87 0.69 -0.39
```
Forces are in eV/Å.

Output
Energy relative to the best compared isomer or geometry (same formula, charge and spin) ... 2.127 eV
SMILES ... C[C@H]1C[C@@H]1C
Gap between HOMO and LUMO ... 9.875 eV
Maximum force ... 4.8 eV Å⁻¹
Highest occupied orbital energy ... -8.613 eV

So, what does the Mulliken scheme give us? The charges, in e, come out as: atom 1 (C): -1.380, atom 2 (C): 0.032, atom 3 (C): -0.592, atom 4 (C): 0.069, atom 5 (C): -1.304, atom 6 (H): 0.333, atom 7 (H): 0.297, atom 8 (H): 0.347, atom 9 (H): 0.453, atom 10 (H): 0.184, atom 11 (H): 0.306, atom 12 (H): 0.328, atom 13 (H): 0.334, atom 14 (H): 0.284, atom 15 (H): 0.310

***

No. 2
Molecular formula: C5H10
Method: DFT, wB97M-V/def2-TZVPD

Structure (XYZ):
```
15
Properties=species:S:1:pos:R:3:forces:R:3
C -1.742874 0.342153 0.550454 0.07 -0.16 0.04
C -1.094503 -0.763560 0.906502 -0.14 0.15 -0.03
C -0.420105 -1.705187 -0.048399 0.02 -0.01 -0.05
H -1.816243 0.640232 -0.494235 0.02 -0.07 0.15
H -2.223857 0.987435 1.280608 0.07 -0.12 -0.07
H -1.045229 -1.029246 1.963343 -0.03 0.04 -0.14
H -0.977781 -2.647018 -0.124399 0.08 0.12 0.04
H 0.592170 -1.956153 0.290532 -0.15 0.05 -0.04
H -0.339183 -1.266179 -1.047391 -0.06 -0.07 0.15
C 1.149333 1.601700 -0.945958 0.10 -0.07 0.11
C 1.850982 0.825677 -0.128799 -0.07 0.11 -0.10
H 1.472576 1.812443 -1.962188 0.00 -0.03 0.14
H 0.213519 2.052895 -0.625109 0.16 -0.07 -0.05
H 1.506463 0.617269 0.881619 0.04 0.04 -0.16
H 2.785895 0.362878 -0.434617 -0.11 0.09 0.01
```
Forces are in eV/Å.

Output
Energy relative to the best compared isomer or geometry (same formula, charge and spin) ... 1.779 eV
SMILES ... C=CC.C=C
Gap between HOMO and LUMO ... 10.885 eV
Maximum force ... 0.2 eV Å⁻¹
Highest occupied orbital energy ... -9.599 eV

So, what does the Mulliken scheme give us? The charges, in e, come out as: atom 1 (C): -0.770, atom 2 (C): 0.047, atom 3 (C): -0.995, atom 4 (H): 0.292, atom 5 (H): 0.243, atom 6 (H): 0.312, atom 7 (H): 0.326, atom 8 (H): 0.259, atom 9 (H): 0.286, atom 10 (C): -0.474, atom 11 (C): -0.501, atom 12 (H): 0.234, atom 13 (H): 0.238, atom 14 (H): 0.272, atom 15 (H): 0.230

***

No. 3
Molecular formula: C5H10
Method: DFT, wB97M-V/def2-TZVPD

Structure (XYZ):
```
15
Properties=species:S:1:pos:R:3:forces:R:3
C 1.531754 -0.309809 2.033159 -1.14 -1.12 1.78
C 0.786527 0.051963 3.112794 0.20 1.34 -2.43
H 2.426311 0.172182 1.634885 -0.48 0.17 0.25
H 1.302133 -1.318924 1.688086 0.49 0.01 -0.30
H 0.896359 1.103665 3.393664 0.04 -0.48 0.76
H -0.135568 -0.469029 3.425725 0.93 0.05 -0.02
C -1.292216 0.796148 -2.557490 2.28 -2.86 1.62
C -0.631573 0.352348 -1.244523 0.30 3.65 -1.61
C -0.302484 -0.923872 -0.905797 -1.19 -2.48 2.19
H -0.890696 1.758163 -2.846731 -0.96 0.42 0.08
H -0.523063 0.029405 -3.066733 -1.81 0.99 -0.16
H -2.359993 0.495919 -2.586202 0.76 0.30 -0.79
H -0.165126 1.234702 -0.735346 -0.07 -1.12 0.02
H 0.015162 -1.180933 0.145306 -0.03 0.58 -1.27
H -0.657523 -1.791930 -1.490795 0.66 0.57 -0.12
```
Forces are in eV/Å.

Output
Energy relative to the best compared isomer or geometry (same formula, charge and spin) ... 2.866 eV
Multiplicity ... 2
Gap between HOMO and LUMO (alpha / beta) ... 8.225 / 4.392 eV
Maximum force ... 4.0 eV Å⁻¹
Highest occupied orbital energy (alpha / beta) ... -13.507 / -13.506 eV
Total charge ... +1

So, what does the Mulliken scheme give us? The charges, in e, come out as: atom 1 (C): -0.681, atom 2 (C): -0.441, atom 3 (H): 0.302, atom 4 (H): 0.349, atom 5 (H): 0.263, atom 6 (H): 0.252, atom 7 (C): -0.649, atom 8 (C): 0.140, atom 9 (C): -0.289, atom 10 (H): 0.326, atom 11 (H): 0.264, atom 12 (H): 0.323, atom 13 (H): 0.331, atom 14 (H): 0.166, atom 15 (H): 0.344